{"formula": "C4H6BrP", "method": "ωB97M-V/def2-TZVPD", "de_lowest_kcal_mol": 67.0, "total_energy_ev": -83573.172, "gap_ev": [7.556, 7.558], "symbols": ["H", "C", "C", "Br", "H", "H", "P", "C", "C", "H", "H", "H"], "xyz": [[-0.46441, -1.92120, 0.55572], [-0.55168, -0.11946, -0.53673], [-0.59618, -0.84414, 0.79976], [-1.93776, 2.19297, -3.68833], [-1.57678, -0.59942, 1.32374], [1.76942, -0.90659, 1.38687], [-1.81008, 0.47560, -1.55348], [0.86940, 0.37476, -0.28463], [0.82559, -0.28469, 1.18136], [1.58036, -0.16777, -0.79194], [1.01610, 1.46023, -0.47100], [0.87601, 0.33972, 2.07866]], "nbo_charge": [0.239, -0.424, -0.446, -0.403, 0.246, 0.221, 0.729, -0.440, -0.403, 0.224, 0.237, 0.220]}

=====

{"formula": "C43H58BClF7N4O12PS3", "method": "ωB97M-V/def2-TZVPD", "multiplicity": 3, "total_energy_ev": -150072.685, "gap_ev": [6.517, 6.935], "symbols": ["H", "F", "H", "N", "F", "O", "C", "H", "C", "H", "C", "H", "H", "C", "H", "H", "C", "H", "B", "H", "O", "O", "C", "H", "C", "H", "H", "C", "H", "H", "S", "C", "H", "H", "Cl", "H", "C", "C", "H", "C", "C", "C", "C", "H", "H", "H", "C", "C", "C", "N", "H", "C", "H", "H", "H", "C", "C", "H", "P", "C", "C", "O", "O", "H", "H", "O", "C", "F", "H", "S", "H", "C", "C", "O", "H", "H", "H", "F", "C", "H", "H", "H", "H", "H", "H", "H", "N", "C", "N", "H", "H", "H", "F", "H", "C", "C", "C", "O", "H", "C", "H", "H", "H", "F", "C", "S", "O", "H", "C", "O", "C", "C", "H", "C", "H", "C", "O", "C", "O", "H", "F", "C", "H", "H", "C", "C", "H", "H", "C", "H"], "xyz": [[3.06503, 5.49310, -0.74370], [-6.94040, -3.09156, 0.28024], [1.81185, 4.66672, 0.17828], [1.47279, -0.12906, -5.32077], [-7.26375, -4.68603, 1.68461], [-5.49020, -4.73452, -1.29359], [6.44692, 7.09246, 2.30579], [-2.96429, -7.39223, 2.70423], [-6.32347, -3.92045, 1.11757], [-0.18588, -4.78994, 4.96479], [1.11158, -0.83405, 2.45360], [-5.93622, 2.86344, 0.74398], [4.37967, 7.05110, 4.13114], [2.69724, 5.29817, 0.26495], [3.44512, -0.06965, -2.50309], [2.84301, -2.36293, -3.90020], [1.12224, -6.76088, 3.77760], [-3.74302, 5.78298, 0.81654], [-4.04158, 2.60686, 0.47008], [2.08343, 1.38164, -7.64755], [1.00610, 1.07687, -5.42268], [-5.18588, 2.55080, 1.25999], [2.13510, 0.29513, -7.68638], [1.15345, -7.46171, 4.61217], [4.00842, 3.27154, 0.34644], [2.23385, 3.77967, 2.38307], [5.18068, 0.49532, -4.21600], [3.16140, 0.25505, -3.50653], [2.34255, 6.13096, 3.08225], [3.07569, -2.40500, -5.81642], [-5.50556, 0.09066, -2.73326], [-3.65971, 0.04087, -0.15718], [2.82552, 5.10966, 4.41700], [0.98090, -0.17036, -1.93286], [-3.13511, -9.76097, 1.51651], [3.05910, 2.75712, 0.19874], [2.54134, -0.31565, -6.34715], [-0.98219, 0.21628, 0.68241], [0.69085, -0.41904, 3.36791], [-3.47125, -7.03064, 1.81487], [-3.50833, -4.80444, 0.51345], [-0.94185, -5.43648, 4.51478], [1.89982, -1.90567, -3.60603], [-1.59193, 2.61136, 2.13115], [-4.50639, -6.88404, 2.09785], [-5.89294, -1.25008, -0.34982], [-1.84208, 1.30730, 0.74991], [-0.78757, -4.47971, 1.23775], [-3.31918, -2.46607, -0.67711], [5.01473, 5.40226, 1.17941], [-2.89969, 4.58032, -1.91546], [-0.26962, -6.28083, 3.47671], [1.08461, -2.43673, -4.10099], [-2.21567, 4.88438, 1.02458], [1.16586, -0.08290, -8.01462], [-2.84148, -1.09920, -0.19784], [-1.48300, -5.61451, 1.63052], [3.04166, 1.34215, -3.45523], [-5.38218, -0.02744, -0.79398], [3.21666, 4.24117, 2.48759], [3.76952, 4.57691, 1.10245], [1.59238, 0.19444, 0.03953], [0.98625, 1.63942, 1.81168], [-2.79247, 2.85541, -1.74015], [1.79823, -2.24914, -7.01938], [-5.68838, -6.36776, 0.39866], [-3.18061, 1.25877, 0.34219], [-7.13475, -3.36278, 4.12489], [1.80840, -2.08822, -2.53501], [0.74434, 0.36545, 1.18456], [3.47893, -1.93607, -7.44203], [-3.36847, -8.14450, 0.79220], [-2.83699, -5.76798, 1.28800], [6.01657, 4.62331, 1.44864], [-1.35247, -6.04919, 5.31553], [4.65514, 0.01037, -6.61441], [0.69588, -1.81427, 2.25013], [-4.95045, -4.12256, 3.00080], [1.82932, -0.38997, -3.89065], [6.42588, 7.98909, 2.92460], [0.65867, 1.20820, -2.96680], [3.79954, 1.39606, -5.97672], [-1.68780, 3.96132, -0.82022], [4.56005, -1.12397, -4.43938], [-1.71099, -4.78802, 4.09926], [6.88264, 7.35684, 1.34088], [-0.79644, -6.59943, 2.35180], [-1.51327, -0.99851, 0.21111], [-3.71063, 3.87735, -0.12181], [2.18860, -0.86283, 2.58011], [-0.23443, -0.29837, -3.21712], [4.44811, 3.45962, -0.63483], [-7.53774, -1.81488, 2.62155], [1.73068, -5.87495, 3.95000], [-5.60881, -3.19758, 2.27555], [4.28526, -0.06656, -4.49003], [3.12503, 5.44636, 3.42193], [-1.36737, 2.51913, 1.19786], [3.14688, 7.65220, 1.74696], [-2.79282, -3.64447, 0.11994], [4.40157, 7.88061, 0.51942], [3.85658, 3.48834, 2.96017], [2.87342, 0.03245, -8.44429], [-4.76388, -2.25065, 1.85125], [2.73039, -1.81198, -6.65835], [-5.21937, -5.05299, 0.06875], [-4.00481, -2.53553, -1.64930], [5.18445, 5.50002, 4.01934], [0.74139, 0.12161, -2.95505], [0.43293, -2.31420, -0.21500], [-1.46776, -3.50817, 0.50226], [3.87179, 0.30543, -5.91274], [1.06664, -4.63265, 0.88467], [5.02987, 6.54904, 2.13778], [7.10749, 6.38020, 2.79693], [4.21907, 7.74151, 1.58581], [-3.42567, -8.01183, -0.36508], [-6.61308, -2.50958, 3.26718], [0.51810, -4.28270, 1.60020], [-6.15187, 0.96584, -0.19255], [-5.88972, -1.62582, 3.98072], [-3.29898, 4.79690, 0.96027], [4.66210, 2.59144, 0.89026], [4.51292, 8.66193, 2.09037], [4.47384, 6.15797, 3.50863], [-2.69801, 3.78853, -1.18984], [2.35585, 6.24022, 0.68592], [1.51155, -7.26255, 2.89769], [-0.71249, -2.26941, 0.12457], [-3.65247, 4.46525, 1.93768]], "mulliken_spin": [-0.016, 0.000, 0.002, 0.328, 0.000, 0.000, -0.004, 0.000, 0.000, 0.000, 0.000, 0.000, 0.000, 0.025, 0.002, 0.001, 0.000, 0.000, 0.000, 0.000, 0.576, 0.000, -0.007, 0.000, -0.019, 0.005, 0.002, 0.020, 0.000, 0.002, 0.000, 0.000, 0.002, 0.001, 0.000, 0.003, 0.029, 0.000, 0.000, 0.000, 0.000, 0.000, 0.044, 0.000, 0.000, 0.000, 0.000, 0.000, -0.001, 0.345, 0.000, 0.000, -0.023, 0.000, 0.000, 0.001, 0.000, 0.001, 0.000, 0.017, 0.016, 0.001, 0.001, 0.000, -0.008, 0.000, 0.000, 0.000, 0.001, 0.000, 0.001, 0.000, 0.000, 0.574, 0.000, 0.000, 0.000, 0.000, 0.040, 0.000, 0.005, 0.005, 0.000, 0.000, 0.000, -0.001, 0.000, 0.000, 0.000, 0.000, -0.012, -0.005, 0.000, 0.000, 0.000, -0.019, -0.018, 0.000, 0.001, 0.000, -0.010, 0.001, 0.000, 0.000, 0.011, 0.000, 0.000, 0.004, -0.027, 0.000, 0.000, 0.024, 0.000, 0.029, 0.001, 0.019, 0.000, 0.000, 0.000, 0.000, 0.000, 0.000, 0.002, 0.001, 0.024, 0.000, 0.002, 0.000, 0.000, 0.000]}

=====

{"formula": "C3H8OS", "method": "ωB97M-V/def2-TZVPD", "de_lowest_kcal_mol": 15.5, "total_energy_ev": -16122.564, "gap_ev": 9.895, "symbols": ["H", "H", "H", "H", "C", "H", "H", "O", "C", "H", "H", "S", "C"], "xyz": [[1.09777, 1.73257, -0.29375], [2.72726, -1.48260, -0.41840], [-1.45025, 1.73678, 0.35497], [3.14762, 0.31411, -0.38123], [2.51012, -0.50169, 0.01962], [-0.94099, 1.36917, -1.25390], [2.72689, -0.45843, 1.12172], [1.11955, -0.28318, -0.19959], [0.57497, 0.91750, 0.22482], [-1.04593, -1.39661, -0.61170], [0.59405, 1.08630, 1.31017], [-1.80570, -0.56897, 0.10332], [-0.90536, 0.99548, -0.22515]], "nbo_charge": [0.163, 0.202, 0.224, 0.167, -0.245, 0.211, 0.168, -0.554, -0.067, 0.136, 0.165, -0.049, -0.521]}

=====

{"formula": "H80O40", "method": "ωB97M-V/def2-TZVPD", "de_lowest_kcal_mol": 408.1, "total_energy_ev": -83188.118, "gap_ev": 8.869, "symbols": ["H", "O", "H", "H", "O", "H", "H", "O", "H", "O", "H", "H", "O", "H", "H", "O", "O", "O", "H", "O", "H", "H", "H", "H", "O", "O", "O", "H", "H", "H", "H", "H", "H", "H", "H", "H", "O", "H", "H", "O", "O", "H", "H", "H", "H", "H", "O", "H", "O", "H", "O", "H", "O", "H", "O", "O", "H", "H", "H", "H", "H", "O", "H", "O", "H", "H", "H", "H", "O", "H", "H", "H", "H", "H", "O", "H", "H", "H", "H", "H", "H", "H", "H", "H", "O", "H", "O", "O", "H", "H", "H", "O", "H", "O", "H", "O", "O", "H", "O", "H", "H", "H", "O", "H", "O", "O", "H", "O", "H", "H", "H", "O", "H", "O", "H", "H", "H", "H", "H", "O"], "xyz": [[-2.95702, 3.38680, 4.20131], [1.13574, 2.82393, -5.24490], [2.70947, 2.04600, 1.10394], [2.31156, -4.82540, 3.30334], [-1.78326, 1.84101, -4.43581], [0.42232, 5.03881, 4.08321], [1.22836, 2.61903, -6.20268], [-3.70862, -0.77634, -3.75112], [0.32886, -1.33066, -2.44569], [-0.19241, -1.48184, -3.19735], [0.56667, -1.20422, -0.39274], [-3.19640, -1.71081, 0.74255], [-1.15615, 5.60779, 0.16002], [3.33683, -5.05920, 2.37862], [1.94803, -3.21256, -1.41416], [0.73313, 0.68182, 1.07308], [-1.71515, 0.00433, 1.27424], [-0.90807, 1.26562, 5.35052], [-4.28643, 3.63924, 1.40202], [-0.11245, 4.83238, 4.92227], [3.63197, -1.49756, 0.95321], [2.41444, 4.44674, -2.53757], [-0.95218, 4.63898, 4.65422], [0.49355, -4.13313, 2.53578], [1.70991, 4.94940, -2.89076], [0.76331, 0.93839, -3.19075], [0.55404, -6.05709, -1.88122], [-0.11239, -0.30483, 5.05333], [3.90853, -3.95242, -1.63421], [-1.29655, 3.09580, -2.51533], [-2.08625, 3.59101, 3.02673], [-4.39992, 0.24677, 3.23208], [1.13156, 1.04671, -4.06321], [5.18217, 2.41374, -1.86764], [3.08360, 3.26539, 0.31546], [1.81609, 3.56514, 2.42847], [-6.66385, -1.65991, -0.37336], [-1.91912, 1.74373, -5.28862], [3.70272, -3.57538, -0.09620], [3.75974, -3.06012, -0.97165], [3.92335, -0.70042, 0.65310], [1.79297, 2.20320, 3.21528], [3.51061, 1.67522, -1.32535], [0.61544, -2.61281, -0.10482], [-1.86267, -1.63955, 2.75294], [-1.44887, 0.39943, 0.36365], [4.02890, -2.23126, 2.95677], [-2.55629, -3.37206, -2.39901], [-1.13727, -2.21427, 2.84157], [-0.93537, 1.76921, -4.10521], [-2.74854, -1.65241, 5.94270], [0.53813, 1.65421, 3.68182], [-3.84142, 3.56426, -4.05113], [-1.30386, 1.14255, 6.27342], [2.75781, 1.40629, -0.94000], [1.16103, -3.36728, -2.12436], [-3.07998, -4.95563, -1.15918], [-2.03910, 6.02488, 0.15645], [-0.84779, -2.09823, 3.79142], [-3.90742, -3.07119, -3.15238], [1.83141, 3.43953, -4.86765], [-1.54787, -0.15614, -1.48956], [-2.10168, 0.64259, -1.77782], [-2.14019, 3.92290, 3.83082], [-2.30467, -4.99910, 0.28206], [-1.27281, 4.81568, -0.53832], [-4.02596, 0.12343, -3.58740], [-4.52107, 2.97234, -3.92599], [-0.09156, -1.25923, 5.04017], [0.87669, -4.12033, -1.81526], [1.22598, 0.80898, -2.40666], [-3.37586, -0.76462, -4.56082], [3.00407, 0.69790, -0.40301], [5.00178, -2.52018, 3.07609], [-3.56154, 4.08072, 1.38492], [-1.82162, 1.55773, 5.06491], [-0.04329, -0.73948, -3.68366], [1.22006, -4.55829, -3.65808], [-0.19317, -6.31079, -1.36691], [1.01069, -1.45065, 5.21557], [1.30722, 1.24898, 0.41139], [-3.33931, 0.55236, 2.30804], [-5.78896, -1.82200, -0.50165], [2.02702, -1.74304, -4.61004], [1.47004, 1.41436, 3.48269], [0.97629, 4.77122, 2.36213], [1.71006, 4.39879, 2.96394], [-4.12326, 0.97454, 2.63401], [2.78997, -1.34664, -3.43147], [0.30618, -2.53505, 2.17984], [2.29844, -4.22306, -4.69731], [-0.44297, 3.01994, -2.15590], [0.97203, 0.79837, 1.90765], [2.68206, -1.04425, -4.43213], [4.92351, 3.01987, -3.20429], [-3.48319, -3.68145, -2.63784], [1.88877, -4.88690, -4.19264], [5.08976, 0.35106, -0.32207], [3.03846, -5.31607, 3.26447], [-6.69271, -0.78859, -0.75626], [3.84981, -2.03186, 3.84432], [0.80327, 4.84618, -2.54150], [-4.04645, -2.05926, 0.96801], [-1.98524, -2.14202, 5.81975], [2.34218, 2.98736, 0.88587], [-2.44201, -5.44287, -0.63834], [0.11089, 2.24232, -2.45839], [4.43830, 2.81975, -2.41924], [-0.97244, -0.15686, 1.72062], [4.21785, -0.18280, 1.16735], [-3.05037, 3.16976, -4.11409], [1.08917, -1.78445, 0.15225], [-2.22698, -0.78276, -1.65484], [5.71108, 0.97329, -0.46936], [-2.94462, -1.30043, 5.09120], [0.15543, -6.22255, -2.79166], [-2.87573, 3.48376, 1.06607], [6.32446, 1.04732, 0.07288], [-4.12735, -2.93231, 0.95126], [0.68100, -3.42692, 1.97959]], "mulliken_charge": [0.319, -0.543, 0.211, 0.288, -0.494, 0.278, 0.263, -0.471, 0.032, -0.578, -0.306, 0.227, -0.593, 0.311, 0.320, 0.149, 0.345, -0.635, 0.242, -0.655, 0.014, 0.269, 0.466, 0.224, -0.649, 0.122, -0.656, 0.376, 0.342, 0.178, 0.170, 0.315, 0.152, 0.183, 0.218, 0.510, -0.561, 0.208, 0.289, -0.683, -0.652, 0.043, -0.020, 0.333, 0.040, -0.138, -0.467, 0.346, -0.510, 0.193, -0.588, 0.368, -0.591, 0.332, 0.469, -0.258, 0.333, 0.301, 0.345, 0.250, 0.307, -0.019, 0.146, -0.551, 0.303, 0.263, 0.204, 0.271, -0.712, 0.314, -0.214, 0.210, 0.318, 0.286, -0.533, 0.168, 0.215, 0.261, 0.260, 0.362, -0.169, 0.275, 0.259, 0.297, -0.644, 0.388, -0.736, -0.599, 0.315, 0.384, 0.284, -0.231, 0.213, -0.653, 0.264, -0.660, -0.629, 0.298, -0.623, 0.297, 0.219, 0.300, -0.491, 0.350, -0.600, -0.596, 0.106, -0.534, 0.170, 0.196, 0.368, -0.208, 0.019, -0.541, 0.268, 0.329, 0.270, 0.193, 0.212, -0.546]}